{"formula": "C7H6", "method": "ωB97M-V/def2-TZVPD", "charge": 0, "e_tot_ev": -7347.2576, "homo_ev": [-8.59, -8.59], "homo_lumo_gap_ev": [8.209, 8.208], "multiplicity": 1, "mol_weight_g_mol": 90.1, "symbols": ["C", "C", "C", "C", "C", "C", "C", "H", "H", "H", "H", "H", "H"], "positions_angstrom": [[-1.720249, 0.154580, -0.601113], [-1.864572, 0.956102, 0.396436], [-0.620686, 1.470157, 1.175410], [-0.155523, 2.142750, 0.038455], [-0.200437, -0.171137, -0.941429], [0.377513, 0.468735, 1.521682], [0.644574, 0.731098, 0.024117], [-2.524705, -0.556434, -0.994027], [-0.104520, -1.197099, -0.669961], [-0.093320, 0.358548, -1.928625], [1.083318, 0.887507, 2.177489], [0.127287, -0.673063, 1.869305], [1.615051, 0.721486, -0.249154]], "forces_ev_per_a": [[-0.0680, -2.8195, -1.0186], [2.4831, 2.8532, 3.5089], [-4.0593, -0.3852, -3.3398], [-0.0540, -0.8366, 0.6114], [-1.2864, 3.6913, 0.3483], [-0.8944, -3.9504, 0.9070], [-3.3851, -0.7038, 0.2954], [1.1919, 1.2285, 0.4614], [0.6214, -0.9647, -1.0179], [0.5879, -1.8300, 0.3781], [1.2971, 0.2490, 0.6299], [0.1814, 2.9414, -0.8169], [3.3844, 0.5268, -0.9473]], "lowdin_charge": [-0.14, 0.03, -0.24, 0.14, -0.11, -0.09, -0.29, 0.12, 0.10, 0.13, 0.08, 0.17, 0.09]}

{"formula": "C7H6", "method": "ωB97M-V/def2-TZVPD", "charge": 0, "e_tot_ev": -7347.1119, "homo_ev": [-7.85, -7.85], "homo_lumo_gap_ev": [7.532, 7.533], "multiplicity": 1, "mol_weight_g_mol": 90.1, "symbols": ["C", "C", "C", "C", "C", "C", "C", "H", "H", "H", "H", "H", "H"], "positions_angstrom": [[-1.369582, -0.773063, 0.384467], [-1.632100, 0.473873, 0.763648], [0.905028, -0.778686, 0.243250], [0.762935, 0.813273, 0.059328], [-0.350075, -1.455878, -0.232974], [-0.632315, 1.157283, -0.200410], [-1.367039, 0.064504, -0.947292], [1.698995, -1.044551, -0.448264], [0.831908, -0.926607, 1.321515], [1.063643, 1.484843, 0.915457], [1.485852, 1.086013, -0.721760], [-0.578052, -2.379604, -0.882049], [-0.819196, 2.278598, -0.254913]], "forces_ev_per_a": [[-0.6947, 1.9342, 0.5719], [0.3218, -1.6213, 1.0941], [-0.3702, 1.4177, -0.1480], [1.8166, -0.5415, 1.2821], [-1.8471, -0.0254, -1.4865], [-2.1744, 1.2388, -0.3467], [0.0681, -0.1873, -1.7030], [0.7121, -0.6455, 1.0610], [1.6259, -0.4961, -0.0270], [0.1622, -1.3076, -0.2797], [-0.6604, 0.0763, -0.3009], [0.9483, 1.7681, 1.0133], [0.0919, -1.6105, -0.7307]], "lowdin_charge": [-0.19, 0.05, -0.12, -0.16, -0.07, -0.35, 0.06, 0.11, 0.12, 0.13, 0.11, 0.16, 0.15]}

{"formula": "C7H6", "method": "ωB97M-V/def2-TZVPD", "charge": 0, "e_tot_ev": -7351.5388, "smiles": "C=C1C=CC2=C[C@H]12", "homo_ev": -8.17, "homo_lumo_gap_ev": 8.420, "multiplicity": 1, "mol_weight_g_mol": 90.1, "symbols": ["C", "C", "C", "C", "C", "C", "C", "H", "H", "H", "H", "H", "H"], "positions_angstrom": [[0.308245, 1.739870, -0.076658], [-0.772697, 0.987747, -0.371633], [1.997894, -0.211146, -0.028120], [1.331100, 0.846785, 0.385570], [-0.609305, -0.427302, -0.025269], [-1.532119, -1.375019, -0.183470], [0.712650, -0.538488, 0.661296], [0.438288, 2.792237, -0.251512], [-1.645588, 1.351379, -0.887491], [2.905002, -0.634819, -0.380814], [-1.339448, -2.399064, 0.086844], [-2.508715, -1.154764, -0.580756], [0.714692, -0.977416, 1.652012]], "forces_ev_per_a": [[-0.7746, 0.3968, 0.0174], [-0.0205, 0.5186, 0.0070], [-0.3758, 0.7551, 1.3156], [0.7212, -1.7090, -0.3567], [-0.1945, -0.3789, -0.1056], [0.1105, 0.1733, -0.0361], [0.5300, 0.0912, -0.1184], [-0.0835, 0.1595, -0.1455], [-0.1203, 0.1360, -0.1096], [0.3227, -0.1879, -0.6092], [0.0815, -0.1810, 0.0907], [-0.1787, 0.0912, -0.1014], [-0.0180, 0.1353, 0.1517]], "lowdin_charge": [-0.04, -0.04, 0.06, -0.12, -0.29, 0.08, -0.19, 0.10, 0.11, 0.08, 0.06, 0.06, 0.12]}

{"formula": "C7H6", "method": "ωB97M-V/def2-TZVPD", "charge": 0, "e_tot_ev": -7350.5741, "homo_ev": [-7.43, -8.45], "homo_lumo_gap_ev": [6.850, 7.603], "multiplicity": 1, "mol_weight_g_mol": 90.1, "symbols": ["C", "C", "C", "C", "C", "C", "C", "H", "H", "H", "H", "H", "H"], "positions_angstrom": [[0.770648, 1.225978, 1.310702], [-0.315437, 0.813070, 0.398012], [1.955285, 0.584780, 1.006741], [1.578774, -0.545659, 0.277284], [0.220567, -0.486698, -0.073141], [-0.589573, -1.357966, -0.701806], [-1.346946, 1.669174, -0.014193], [3.011594, 0.680843, 1.356602], [2.026275, -1.593602, 0.284464], [-1.545824, -1.001532, -0.848297], [-0.236196, -2.293878, -1.068880], [-1.943970, 1.417046, -0.838265], [-1.509903, 2.683005, 0.505436]], "forces_ev_per_a": [[-0.9624, 1.1205, 0.5616], [-0.1320, 2.7498, 0.1488], [1.2746, -1.1972, -0.6573], [1.2574, -2.1879, 0.9768], [-2.7541, 0.1435, -1.6701], [2.4151, 0.2828, 0.7364], [2.7910, -0.3393, 2.6579], [-1.2978, 0.4342, -0.0565], [0.0443, 1.7078, -0.1867], [-2.0874, 0.1151, -0.5864], [-0.0866, -0.6519, -0.0926], [-0.8604, -0.2808, -0.9585], [0.3986, -1.8965, -0.8736]], "lowdin_charge": [0.07, -0.28, -0.12, -0.04, -0.34, 0.12, 0.10, 0.11, 0.14, 0.04, 0.06, 0.03, 0.09]}